Entry from the OMol25 dataset: a cluster of 2 separate species, C3H12N2O2 in total in a non-equilibrium geometry (ωB97M-V/def2-TZVPD).

Summary:
Net charge: 0
HOMO level in hartree: -0.3236
SMILES string: NCNCCO.O

Atoms and positions in Å:
N: -1.431 -0.021 1.878
C: -1.971 -0.530 0.602
N: -2.011 0.454 -0.520
C: -0.595 0.883 -0.947
C: 0.700 1.087 -0.173
O: 1.357 0.142 0.603
H: -1.846 -0.521 2.642
H: -0.376 0.018 1.771
H: -1.336 -1.294 0.170
H: -2.995 -0.928 0.736
H: -2.332 1.266 0.014
H: -0.357 0.042 -1.714
H: -0.706 1.737 -1.634
H: 1.502 1.472 -0.867
H: 0.541 1.846 0.661
H: 1.666 -0.559 -0.035
O: 2.985 -1.555 -1.253
H: 3.103 -2.477 -1.372
H: 3.685 -0.968 -1.568

---

Entry from the OMol25 dataset: a cluster of 3 separate species, C3H12N2O2 in total (ωB97M-V/def2-TZVPD).

Summary:
Net charge: 0
HOMO level in hartree: -0.3207
SMILES string: [H]/N=C/NCC.O.O

Atoms and positions in Å:
H: -0.023 0.264 3.770
N: 0.396 0.096 2.866
C: -0.524 -0.007 1.987
N: -0.296 -0.190 0.663
C: -1.314 -0.105 -0.371
C: -1.073 -1.120 -1.447
H: -1.593 0.001 2.211
H: 0.564 -0.658 0.415
H: -1.320 0.886 -0.778
H: -2.307 -0.299 0.058
H: -0.253 -0.807 -2.086
H: -1.955 -1.136 -2.080
H: -0.960 -2.086 -0.962
O: 2.667 -0.160 0.617
H: 3.138 -0.668 1.291
H: 2.199 0.470 1.188
O: 0.495 1.806 -2.507
H: 1.208 1.408 -3.015
H: 0.951 2.304 -1.821

---

Entry from the OMol25 dataset: a cluster of 2 separate species, C3H12N2O2 in total (ωB97M-V/def2-TZVPD).

Summary:
Net charge: 0
HOMO level in hartree: -0.3425
SMILES string: NCNCCO.O

Atoms and positions in Å:
N: -1.165 0.865 -0.129
C: -1.457 -0.420 0.527
N: -0.525 -0.869 1.506
C: 0.823 -1.348 1.224
C: 1.820 -0.465 0.500
O: 1.537 -0.311 -0.885
H: -1.790 1.054 -0.899
H: -0.181 0.955 -0.316
H: -1.621 -1.276 -0.148
H: -2.425 -0.269 1.004
H: -0.537 -0.272 2.326
H: 0.785 -2.278 0.651
H: 1.220 -1.597 2.212
H: 2.827 -0.897 0.491
H: 1.971 0.478 1.012
H: 0.629 -0.581 -1.094
O: -0.694 2.378 -3.041
H: -1.252 2.027 -2.345
H: 0.035 2.826 -2.598

---

Entry from the OMol25 dataset: a cluster of 2 separate species, C3H12N2O2 in total in a non-equilibrium geometry (ωB97M-V/def2-TZVPD).

Summary:
Net charge: 0
HOMO level in hartree: -0.3525
SMILES string: NC[C@@H](N)CO.O

Atoms and positions in Å:
N: 0.110 -2.312 0.465
C: 1.139 -1.496 -0.179
C: 0.650 -0.106 -0.551
N: 1.705 0.541 -1.346
C: -0.675 -0.249 -1.314
O: -0.980 0.829 -2.232
H: 0.511 -3.192 0.772
H: -0.588 -2.637 -0.197
H: 1.472 -1.950 -1.125
H: 1.996 -1.461 0.496
H: 0.427 0.467 0.357
H: 1.433 1.500 -1.549
H: 2.505 0.668 -0.735
H: -0.886 -1.165 -1.877
H: -1.479 -0.264 -0.570
H: -0.131 1.249 -2.401
O: -2.231 3.039 4.300
H: -2.466 2.585 3.486
H: -2.512 3.953 4.200

---

Entry from the OMol25 dataset: a cluster of 3 separate species, C3H12N2O2 in total in a non-equilibrium geometry (ωB97M-V/def2-TZVPD).

Summary:
Net charge: 0
HOMO level in hartree: -0.3318
SMILES string: NC(N)=O.CO.C

Atoms and positions in Å:
N: 1.103 -1.142 -1.337
C: 0.883 0.204 -1.415
N: 0.302 0.678 -2.551
O: 1.311 0.977 -0.528
H: 1.232 -1.477 -0.392
H: 0.524 -1.742 -1.902
H: 0.191 1.676 -2.611
H: 0.088 0.049 -3.306
C: 0.404 0.185 2.771
O: 0.630 -0.373 1.497
H: -0.351 0.980 2.725
H: 1.325 0.592 3.203
H: 0.024 -0.599 3.424
H: 1.051 0.348 0.743
C: -1.735 -0.105 -0.120
H: -1.603 0.947 -0.361
H: -1.992 -0.644 -1.028
H: -2.586 -0.155 0.559
H: -0.800 -0.399 0.628

---

Entry from the OMol25 dataset: a cluster of 3 separate species, C3H12N2O3 in total in a non-equilibrium geometry (ωB97M-V/def2-TZVPD).

Summary:
Net charge: 0
HOMO level in hartree: -0.3534
SMILES string: NCCNC=O.O.O

Atoms and positions in Å:
N: 1.931 1.473 -1.750
C: 1.047 0.708 -0.879
C: -0.391 0.960 -1.088
N: -1.374 0.689 0.065
C: -1.160 1.294 1.299
O: -1.572 0.578 2.186
H: 2.105 2.278 -1.316
H: 2.762 0.866 -1.992
H: 1.441 0.799 0.168
H: 1.171 -0.391 -1.185
H: -0.645 1.931 -1.338
H: -0.844 0.458 -2.087
H: -1.847 -0.247 0.086
H: -0.764 2.305 1.348
O: 0.378 -2.620 -1.098
H: 1.314 -2.884 -0.921
H: 0.569 -1.907 -1.821
O: 0.448 -2.013 1.638
H: -0.319 -2.306 2.100
H: 0.155 -1.359 0.951

---

Entry from the OMol25 dataset: a structure of composition C3H12N2OS in a non-equilibrium geometry (ωB97M-V/def2-TZVPD).

Summary:
Net charge: 0
HOMO level in hartree: -0.3068

Atoms and positions in Å:
N: -2.255 -1.305 -1.327
C: -0.309 0.072 -0.500
C: 0.945 -0.752 -0.338
S: 1.799 -0.622 1.303
C: -1.083 0.183 0.809
N: -0.673 1.368 1.524
H: -2.105 -2.303 -1.352
H: -2.884 -0.918 -2.016
H: -0.189 1.059 -0.950
H: 1.704 -0.644 -1.098
H: 0.641 -1.800 -0.385
H: 3.723 1.155 -0.911
H: -2.159 0.258 0.639
H: -0.934 -0.728 1.382
H: -1.266 1.557 2.323
H: 0.288 1.314 1.858
H: 2.683 1.071 0.341
H: -1.194 -0.589 -1.086
O: 3.269 1.625 -0.218

---

Entry from the OMol25 dataset: a cluster of 2 separate species, C3H12N2S in total (ωB97M-V/def2-TZVPD).

Summary:
Net charge: 0
HOMO level in hartree: -0.3236
SMILES string: NCCN.CS

Atoms and positions in Å:
N: 0.671 -1.170 -0.046
C: -0.757 -1.434 -0.204
C: -1.550 -0.199 0.215
N: -2.980 -0.493 0.177
H: 1.258 -1.814 -0.553
H: 0.950 -1.139 0.925
H: -1.107 -2.321 0.339
H: -0.930 -1.634 -1.263
H: -1.178 0.104 1.205
H: -1.310 0.597 -0.487
H: -3.225 -1.074 0.958
H: -3.518 0.352 0.309
C: 2.541 1.743 0.151
S: 1.771 2.343 -1.384
H: 3.305 0.990 -0.036
H: 3.042 2.610 0.577
H: 1.834 1.331 0.863
H: 1.183 1.207 -1.746

---

LUMO level for every record listed, in sequence, given in eV: 0.4, 0.8, 0.8, 0.7, 0.6, 0.4, -3.5, 1.0.
ΔE to the lowest compared entry with this formula, charge and spin for every record listed, in sequence, given in eV: 2.3050, 0.8799, 1.7573, 1.5090, 1.0046, 2.8502, 5.8549, 0.1259.